A) Here is one molecule with the formula C5H9N3O2S from the OMol25 dataset. Energies are from ωB97M-V with the def2-TZVPD basis set.

SMILES	N[C@H]1C=CN=C(S(N)(=O)=O)C1
highest occupied orbital energy	-9.6	eV
E_LUMO	-0.370	eV
orbital gap	0.34066	Eh

Element x y z (Å)
1 N 2.0268 1.4616 -0.1956
2 C 1.2412 0.3438 -0.8643
3 C 1.4170 -0.9841 -0.1612
4 C 0.4083 -1.7605 0.2941
5 N -0.9291 -1.3318 0.2467
6 C -1.2356 -0.2232 -0.1916
7 S -2.9506 0.3247 0.0859
8 N -3.6452 -1.1858 0.1674
9 O -3.1238 0.9197 1.3643
10 O -3.4312 1.0344 -1.0387
11 C -0.4581 0.7015 -1.0154
12 H 2.1540 2.2555 -0.7198
13 H 1.7078 1.6632 0.8162
14 H 1.8429 0.3206 -1.7746
15 H 2.3814 -1.2793 0.1209
16 H 0.6467 -2.5942 0.9820
17 H -2.8523 -1.8114 0.1645
18 H -4.2425 -1.4539 1.0243
19 H -0.5642 1.6947 -0.6598
20 H -0.5932 0.6298 -2.0938

Atom charges from the Löwdin analysis, given in e for atoms 1 to 4:
1 N 0.0152
2 C -0.2552
3 C -0.0401
4 C -0.0939

B) Here is one molecule with the formula C5H9N3O2S from the OMol25 dataset. Energies are from ωB97M-V with the def2-TZVPD basis set.

highest occupied orbital energy (alpha / beta)	-8.3 / -7.3	eV
E_LUMO (alpha / beta)	-0.253 / -0.457	eV
orbital gap (alpha / beta)	0.29427 / 0.25321	Eh

Element x y z (Å)
1 C -1.6121 -0.9093 -0.0082
2 C -1.5848 0.5381 0.2776
3 C 0.9030 0.4242 0.5017
4 C -0.3200 2.6108 0.8008
5 C 2.0085 -1.9784 -0.0411
6 N -0.8356 -1.2909 -1.1231
7 N -0.1025 -0.5212 -1.8564
8 N -0.3312 1.0903 0.6288
9 O -2.3974 -1.7234 0.5241
10 O -2.5763 1.2524 0.2289
11 S 0.8436 -1.1976 1.1570
12 H 1.7382 0.9801 0.1502
13 H -0.4399 3.1234 -0.0757
14 H -1.2097 2.8320 1.3739
15 H 0.4190 3.0057 1.3583
16 H 2.7844 -1.2497 -0.3264
17 H 1.4559 -2.4666 -0.9153
18 H 2.5150 -2.7206 0.4838
19 H -0.9816 -2.1981 -1.5345
20 H -0.2765 0.3988 -1.6045

Atom charges from the Löwdin analysis, given in e for atoms 1 to 4:
1 C -0.4232
2 C -0.3865
3 C -0.4211
4 C 0.0230

The energy of each structure relative to the most stable one, in eV, is as follows: A) 0.000; B) 1.546.

A) Here is an isolated ion of composition C8H16NO and charge +1 from the OMol25 dataset. Energies are from ωB97M-V with the def2-TZVPD basis set.

net charge	+1
highest occupied orbital energy	-12.7	eV
E_LUMO	-4.646	eV
orbital gap	0.29455	Eh

Element x y z (Å)
1 C 0.7816 0.2411 0.2705
2 C 1.0806 -1.0745 0.6283
3 C -0.6974 0.6267 0.5208
4 C -1.4688 -0.6020 -0.1142
5 C 1.4484 1.2469 -0.5505
6 C 2.5229 -1.6279 0.6792
7 C -1.1399 1.8062 -0.3727
8 C -1.1343 -1.1350 -1.5483
9 N -1.0632 0.7455 1.8690
10 O -2.4644 -1.0685 0.4844
11 H 2.5196 0.9036 -0.7418
12 H 1.5509 2.1983 0.0774
13 H 0.8931 1.4813 -1.4445
14 H 2.6823 -2.6627 1.0202
15 H 2.8372 -0.7897 1.3173
16 H 3.0761 -1.4036 -0.2840
17 H -0.7174 1.7201 -1.3719
18 H -0.7634 2.7675 -0.0308
19 H -2.1952 1.8520 -0.3492
20 H -1.0979 -2.2649 -1.6707
21 H -0.1128 -0.8861 -1.8809
22 H -1.8926 -0.8886 -2.1723
23 H -0.6880 1.6202 2.2211
24 H 1.0182 -1.8537 1.4226
25 H -1.9838 0.7085 2.0696
26 H -2.9918 -1.6606 -0.0485

Atom charges from the Löwdin analysis, given in e for atoms 1 to 4:
1 C -0.2491
2 C -0.0734
3 C -0.4810
4 C -0.1297

B) Here is a 2-piece molecular cluster, C8H16NO overall from the OMol25 dataset. Energies are from ωB97M-V with the def2-TZVPD basis set.

net charge	+1
highest occupied orbital energy	-14.5	eV
E_LUMO	-4.685	eV
orbital gap	0.36241	Eh

Element x y z (Å)
1 C -1.4839 2.8837 3.1697
2 C -0.2712 -2.3946 -0.2567
3 C 2.0455 -1.4691 0.1780
4 C 0.6272 -0.8090 -1.8721
5 C -0.5904 2.2529 -0.3006
6 C 0.0628 -0.0162 0.5181
7 C 0.6955 -1.1496 -0.3673
8 C -0.8493 0.7683 -0.2135
9 N -1.3965 2.2577 2.2141
10 O -1.9755 0.2788 -0.6329
11 H -1.8527 3.2477 4.0587
12 H -1.0173 -2.5078 -1.0298
13 H 0.4199 -3.1737 -0.4388
14 H -0.5935 -2.6717 0.7625
15 H 2.7339 -0.6414 0.4260
16 H 2.7440 -1.9122 -0.5842
17 H 2.1961 -2.1516 1.0372
18 H 1.2877 0.0906 -2.0194
19 H -0.3219 -0.5601 -2.2803
20 H 1.1633 -1.5077 -2.4967
21 H 0.1881 2.4719 0.4218
22 H -0.1045 2.6094 -1.2459
23 H -1.4633 2.8578 -0.0828
24 H -0.6006 -0.4379 1.3071
25 H 0.7894 0.6969 0.9735
26 H -2.4328 0.9867 -1.2457

Atom charges from the Löwdin analysis, given in e for atoms 1 to 4:
1 C 0.0460
2 C -0.0315
3 C -0.0639
4 C -0.0402

C) Here is an isolated ion of composition C8H16NO and charge +1 from the OMol25 dataset. Energies are from ωB97M-V with the def2-TZVPD basis set.

SMILES	C=C[C@H]([NH3+])[C@@]1(C)CCCO1
net charge	+1
highest occupied orbital energy	-13.7	eV
E_LUMO	-3.238	eV
orbital gap	0.38413	Eh

Element x y z (Å)
1 C -2.4219 -0.4908 -1.4553
2 C -1.4736 0.3427 -0.9623
3 C -1.0601 0.5289 0.4020
4 N -0.7663 1.8866 0.8822
5 C 0.3940 -0.1497 0.7046
6 C 0.4743 -0.5709 2.1802
7 C 0.7175 -1.3859 -0.1514
8 C 1.6713 -0.8525 -1.2496
9 C 1.6131 0.6729 -1.0151
10 O 1.3469 0.7836 0.4018
11 H -2.4240 -0.6178 -2.5598
12 H -2.8140 -1.3243 -0.8736
13 H -0.9926 0.9114 -1.8344
14 H -1.9017 0.0799 1.0371
15 H -1.3484 2.5292 0.3035
16 H 0.2612 1.8936 0.7119
17 H -1.0489 2.1453 1.8978
18 H 0.3371 0.1564 2.8949
19 H 1.4540 -1.0356 2.3384
20 H -0.1744 -1.5325 2.2086
21 H -0.2571 -1.7946 -0.3530
22 H 1.0431 -2.2619 0.4939
23 H 2.7195 -1.2149 -0.9390
24 H 1.2800 -1.0827 -2.2261
25 H 2.5351 1.2453 -1.2401
26 H 0.8359 1.1383 -1.5972

Atom charges from the Löwdin analysis, given in e for atoms 1 to 4:
1 C 0.0657
2 C -0.1822
3 C -0.2478
4 N 0.2098

The energy of each structure relative to the most stable one, in eV, is as follows: A) 2.469; B) 0.430; C) 0.000.

A) Here is a 2-piece molecular cluster, C4H9NOS overall from the OMol25 dataset. Energies are from ωB97M-V with the def2-TZVPD basis set.

highest occupied orbital energy	-9.3	eV
E_LUMO	-0.115	eV
orbital gap	0.33639	Eh

Element x y z (Å)
1 C -1.3403 0.5570 -0.3603
2 C -1.5937 0.3978 1.0594
3 C -1.5539 -0.5390 -1.3477
4 C 3.5113 -0.4453 0.8284
5 N -0.5713 1.5201 -0.6639
6 O 1.0807 -0.6651 0.0813
7 S 2.2870 0.1449 0.0105
8 H -2.6412 0.4158 1.3302
9 H -1.1118 -0.4546 1.4811
10 H -1.1909 1.2163 1.7264
11 H -0.5477 -0.6596 -1.7952
12 H -2.2641 -0.3125 -2.1031
13 H -1.7366 -1.5111 -1.0880
14 H 4.3173 0.1680 1.1532
15 H 3.5847 -1.4298 1.3968
16 H -0.2294 1.5971 -1.7091

Atom charges from the Löwdin analysis, given in e for atoms 1 to 4:
1 C -0.5258
2 C -0.0830
3 C -0.0518
4 C -0.3413

B) Here is a 2-piece molecular cluster, C4H9NOS overall from the OMol25 dataset. Energies are from ωB97M-V with the def2-TZVPD basis set.

SMILES	OSN1CC1.C=C
highest occupied orbital energy	-9.0	eV
E_LUMO	0.518	eV
orbital gap	0.34918	Eh

Element x y z (Å)
1 O -2.7470 -0.1516 0.9777
2 S -1.4624 0.4946 -0.0287
3 N -1.6622 -0.2539 -1.5505
4 C -1.5143 0.3696 -2.8038
5 C -0.5010 -0.5584 -2.2740
6 H -3.5101 0.3225 0.6586
7 H -1.2870 1.3788 -2.7841
8 H -2.4460 0.1473 -3.4685
9 H -0.3072 -1.5585 -2.6323
10 H 0.4763 -0.0527 -2.0952
11 C 1.0905 0.1871 3.0396
12 C 1.5582 0.1025 1.8277
13 H 1.5561 -0.0909 3.9252
14 H 0.0764 0.5529 3.1315
15 H 2.4656 -0.4038 1.8100
16 H 0.9550 0.2999 0.9707

Atom charges from the Löwdin analysis, given in e for atoms 1 to 4:
1 O -0.4148
2 S 0.9368
3 N -0.4371
4 C -0.2015

The energy of each structure relative to the most stable one, in eV, is as follows: A) 0.000; B) 1.214.

A) Here is a 2-piece molecular cluster, C7H17NO2 overall from the OMol25 dataset. Energies are from ωB97M-V with the def2-TZVPD basis set.

SMILES	CNC(C)=O.CCOCC
highest occupied orbital energy	-9.4	eV
E_LUMO	0.828	eV
orbital gap	0.37613	Eh

Element x y z (Å)
1 C 2.8377 -0.2325 -1.4084
2 N 1.4551 0.1969 -1.3297
3 C 0.8828 0.9025 -2.3443
4 C -0.5660 1.2841 -2.1259
5 O 1.5123 1.1987 -3.3556
6 H 3.0960 -0.7838 -0.4887
7 H 3.5152 0.6328 -1.5019
8 H 2.9957 -0.8981 -2.2737
9 H 0.8972 -0.0305 -0.5029
10 H -0.6772 1.9186 -1.2306
11 H -0.9243 1.8480 -3.0036
12 H -1.1967 0.3877 -2.0024
13 C -1.1608 -2.5209 0.2495
14 C -1.6877 -1.3590 1.0626
15 O -0.6093 -0.4785 1.3353
16 C -1.0263 0.6423 2.0985
17 C 0.1767 1.5262 2.3443
18 H -1.9760 -3.2272 0.0191
19 H -0.3779 -3.0582 0.8107
20 H -0.7289 -2.1605 -0.6993
21 H -2.4782 -0.8187 0.5071
22 H -2.1279 -1.7145 2.0141
23 H -1.8127 1.1949 1.5494
24 H -1.4625 0.2991 3.0563
25 H 0.6029 1.8691 1.3865
26 H -0.1130 2.4101 2.9370
27 H 0.9539 0.9715 2.8965

Atom charges from the Löwdin analysis, given in e for atoms 1 to 4:
1 C -0.0843
2 N -0.0053
3 C -0.5564
4 C -0.0054

B) Here is a 3-piece molecular cluster, C7H17NO2 overall from the OMol25 dataset. Energies are from ωB97M-V with the def2-TZVPD basis set.

highest occupied orbital energy (alpha / beta)	-7.3 / -7.3	eV
E_LUMO (alpha / beta)	0.706 / 0.709	eV
orbital gap (alpha / beta)	0.29298 / 0.29311	Eh

Element x y z (Å)
1 C -0.9799 -0.3859 -0.6990
2 C -1.0847 0.7223 0.1362
3 C 1.4113 1.1083 0.5638
4 C -1.1946 -0.2257 -2.1787
5 C -1.2085 -1.7762 -0.1747
6 C -1.4505 0.6591 1.5892
7 C 2.0296 0.3808 1.7169
8 N 1.8536 -1.2111 -1.4825
9 O 1.0611 -0.4501 -0.6554
10 O -1.4798 1.9122 -0.4679
11 H -1.0374 2.6726 -0.0722
12 H 2.5553 -1.7099 -0.9379
13 H 2.2891 -0.6289 -2.1952
14 H 0.7707 1.9375 0.8506
15 H 2.1094 1.4637 -0.1854
16 H -0.7253 -1.9378 0.7873
17 H -2.2599 -0.3130 -2.4185
18 H -0.6716 -1.0180 -2.7169
19 H -0.8558 0.7466 -2.5279
20 H -2.2781 -1.9748 -0.0521
21 H -0.7816 -2.5084 -0.8623
22 H -1.0727 1.5434 2.1147
23 H -2.5381 0.6454 1.7175
24 H -1.0426 -0.2218 2.0790
25 H 1.2710 -0.0856 2.3481
26 H 2.6101 1.0631 2.3508
27 H 2.6999 -0.4076 1.3725

Atom charges from the Löwdin analysis, given in e for atoms 1 to 4:
1 C -0.3216
2 C -0.3961
3 C -0.0196
4 C -0.0423

The energy of each structure relative to the most stable one, in eV, is as follows: A) 0.000; B) 5.954.

A) Here is a 2-piece molecular cluster, C7H17NO2 overall from the OMol25 dataset. Energies are from ωB97M-V with the def2-TZVPD basis set.

SMILES	CNC(C)(C)C.CC(=O)O
highest occupied orbital energy	-9.2	eV
E_LUMO	0.750	eV
orbital gap	0.36583	Eh

Element x y z (Å)
1 C 0.8591 1.4120 1.1816
2 N 0.5700 0.3593 0.2049
3 C -0.6227 0.5755 -0.6501
4 C -0.5911 1.9745 -1.2882
5 C -1.8835 0.4136 0.2040
6 C -0.6198 -0.4536 -1.7894
7 H 1.7874 1.1667 1.6894
8 H 1.0063 2.3896 0.7170
9 H 0.0575 1.4447 1.9143
10 H 1.4300 0.2135 -0.3584
11 H -1.4174 2.0767 -1.9897
12 H -0.6967 2.7622 -0.5459
13 H 0.3410 2.1286 -1.8322
14 H -2.7609 0.3821 -0.4401
15 H -1.8390 -0.5039 0.7852
16 H -2.0068 1.2480 0.8908
17 H -1.3306 -0.1502 -2.5566
18 H 0.3666 -0.5210 -2.2468
19 H -0.9203 -1.4372 -1.4476
20 C 0.3687 -2.4785 0.5447
21 C 0.9769 -1.3167 1.2800
22 O 0.7167 -1.0189 2.4145
23 O 2.4202 -1.1701 0.7201
24 H -0.7155 -2.4376 0.5976
25 H 0.7257 -2.5231 -0.4769
26 H 0.6942 -3.3820 1.0622
27 H 3.0838 -1.1545 1.4157

Atom charges from the Löwdin analysis, given in e for atoms 1 to 4:
1 C -0.0722
2 N -0.0743
3 C -0.5858
4 C -0.0519

B) Here is a 2-piece molecular cluster, C7H17NO2 overall from the OMol25 dataset. Energies are from ωB97M-V with the def2-TZVPD basis set.

highest occupied orbital energy	-7.8	eV
E_LUMO	0.723	eV
orbital gap	0.31373	Eh

Element x y z (Å)
1 C -1.1190 0.4847 -0.2093
2 C -1.9778 -0.5394 0.5499
3 C -0.9472 1.7656 0.6080
4 C -1.8458 0.8309 -1.5086
5 H 0.2524 -0.2869 0.6312
6 H -1.5391 -0.8133 1.5172
7 H -1.9010 2.2874 0.7715
8 H -1.2792 1.5500 -2.1080
9 H -2.1086 -1.4597 -0.0285
10 H -2.9814 -0.1464 0.7695
11 H -0.5395 1.5561 1.6040
12 H -0.2592 2.4523 0.1057
13 H -2.8269 1.2886 -1.3181
14 H -2.0303 -0.0580 -2.1197
15 C 1.6581 -2.0122 0.6246
16 C 2.3198 0.3085 1.0660
17 N 1.3330 -0.5895 0.4489
18 C 0.6827 -0.0051 -1.0714
19 O 0.4211 -1.1534 -1.7615
20 O 1.2387 0.9593 -1.5503
21 H 0.5346 -0.9161 -2.6955
22 H 1.7498 -2.2275 1.6900
23 H 2.5976 -2.2594 0.1261
24 H 0.8688 -2.6288 0.2011
25 H 2.3361 0.1339 2.1422
26 H 3.3140 0.1363 0.6485
27 H 2.0482 1.3422 0.8666

Atom charges from the Löwdin analysis, given in e for atoms 1 to 4:
1 C -0.4813
2 C -0.0896
3 C -0.0922
4 C -0.1000

The energy of each structure relative to the most stable one, in eV, is as follows: A) 0.000; B) 2.064.